Entry 1:
Here is a cluster of 2 separate species, C4H14N2O in total in a non-equilibrium geometry from the Open Molecules 2025 dataset. Energies are from ωB97M-V/def2-TZVPD.

Output
- Highest occupied orbital energy: -9.1 eV
- Molecular weight: 106.2 g/mol
- Net charge: 0
- Lowest unoccupied orbital energy: 0.84 eV
- Frontier orbital gap: 0.3635 hartree
- Energy above the lowest of the compared OMol25 structures with the same formula, charge and spin: 266.4 kJ/mol

Cartesian coordinates (Å):
C  -1.5279  -0.7477  1.4303
C  -0.2962  -0.0214  0.8020
N  0.8640  0.2671  1.7923
C  0.3759  -0.9219  -0.2733
C  -0.2158  -0.6337  -1.7354
N  0.9113  -0.7203  -2.6269
H  -2.4272  -0.3830  0.9497
H  -1.3952  -1.8604  1.4412
H  -1.9238  -0.2254  2.3938
H  -0.7182  1.0132  0.5372
H  1.6358  -0.3217  1.6168
H  0.4407  0.3342  2.7349
H  0.1047  -1.9077  0.0831
H  1.4324  -0.8916  -0.4039
H  -0.9145  -1.3671  -2.0473
H  -0.7356  0.3251  -1.7953
H  1.3437  -1.6229  -2.4757
H  1.6888  -0.1285  -2.3530
O  0.5708  3.4302  -0.3530
H  1.1694  3.3829  0.4654
H  -0.3829  3.0007  -0.1829

Forces on atoms 1 to 2 (eV/Å):
C -0.147 1.397 1.170
C 1.512 0.735 1.782

***

Entry 2:
Here is a structure of composition C4H14N2O in a non-equilibrium geometry from the Open Molecules 2025 dataset. Energies are from ωB97M-V/def2-TZVPD.

Output
- Highest occupied orbital energy: -6.8 eV
- Molecular weight: 106.2 g/mol
- Net charge: 0
- Lowest unoccupied orbital energy: -0.46 eV
- Frontier orbital gap: 0.2327 hartree
- Energy above the lowest of the compared OMol25 structures with the same formula, charge and spin: 522.3 kJ/mol

Cartesian coordinates (Å):
C  0.4899  2.2039  -0.1580
C  -0.8683  1.6104  -0.3191
N  -1.9155  2.5520  0.2672
H  1.2146  0.9894  -0.1063
H  0.8150  2.7569  -1.0772
H  0.5846  2.7462  0.7877
H  -1.2209  1.3004  -1.3297
H  -0.9433  0.6885  0.3078
H  -1.6516  2.6736  1.2763
H  -2.8124  2.1676  0.0834
H  -1.9119  3.5218  -0.2123
C  1.4026  -1.4555  -0.1828
O  1.7846  -0.1068  -0.0842
C  -0.0137  -1.8507  0.3568
N  -0.4163  -3.2784  -0.0282
H  1.2959  -1.7700  -1.2524
H  2.2029  -2.0452  0.3037
H  -0.0266  -1.5607  1.4835
H  -0.6721  -1.1863  -0.2252
H  0.2987  -3.9535  0.2112
H  -1.1903  -3.4378  0.5697

Forces on atoms 1 to 2 (eV/Å):
C 0.234 -0.565 -1.569
C 0.806 -0.745 0.226

***

Entry 3:
Here is a cluster of 2 separate species, C4H14N2O in total in a non-equilibrium geometry from the Open Molecules 2025 dataset. Energies are from ωB97M-V/def2-TZVPD.

Output
- Highest occupied orbital energy: -9.0 eV
- Molecular weight: 106.2 g/mol
- Net charge: 0
- Lowest unoccupied orbital energy: 0.80 eV
- Frontier orbital gap: 0.3596 hartree
- Energy above the lowest of the compared OMol25 structures with the same formula, charge and spin: 291.8 kJ/mol

Cartesian coordinates (Å):
N  1.1092  -0.7518  -2.7570
C  1.2470  -0.0414  -1.5013
C  1.0835  -0.9618  -0.3028
C  -0.3910  -1.0344  0.2657
C  -0.7622  -0.4982  1.6768
N  0.3363  0.3015  2.3086
H  0.1500  -1.0873  -2.7921
H  0.9457  0.1805  -3.3169
H  2.2699  0.3709  -1.5580
H  0.5899  0.9430  -1.4513
H  1.7650  -0.7022  0.5536
H  1.4773  -1.9676  -0.4811
H  -1.1379  -0.5567  -0.3537
H  -0.7187  -2.1561  0.2216
H  -1.1893  -1.3826  2.2857
H  -1.6723  0.1590  1.7289
H  1.3635  0.0974  2.0678
H  0.2350  0.6935  3.2600
O  -2.2282  2.4526  0.1934
H  -1.3299  2.6095  -0.1686
H  -2.1058  1.5445  0.7656

Forces on atoms 1 to 2 (eV/Å):
N -1.515 3.229 -1.866
C 0.601 1.687 1.136

***

Entry 4:
Here is a cluster of 2 separate species, C4H14N2O in total in a non-equilibrium geometry from the Open Molecules 2025 dataset. Energies are from ωB97M-V/def2-TZVPD.

Output
- Highest occupied orbital energy: -8.8 eV
- Molecular weight: 106.2 g/mol
- Net charge: 0
- Lowest unoccupied orbital energy: 0.77 eV
- Frontier orbital gap: 0.3525 hartree
- Energy above the lowest of the compared OMol25 structures with the same formula, charge and spin: 151.9 kJ/mol

Cartesian coordinates (Å):
C  -1.1957  -1.8485  0.5793
N  -1.2874  -0.8566  -0.4626
C  -0.1253  0.0850  -0.5126
C  -0.3091  1.0304  -1.6415
C  0.9164  1.9628  -1.8659
N  1.4124  2.6183  -0.6675
H  -1.5768  -1.4528  1.5275
H  -0.1681  -2.1367  0.8924
H  -1.7177  -2.7422  0.2521
H  -1.2316  -1.3435  -1.3561
H  -0.0417  0.5481  0.4700
H  0.7427  -0.5804  -0.6077
H  -0.4237  0.4186  -2.5378
H  -1.2090  1.6385  -1.5157
H  1.6573  1.2866  -2.3013
H  0.7025  2.7683  -2.5647
H  1.8862  2.0505  0.0099
H  0.7014  3.1859  -0.2296
O  0.2562  -1.8447  4.1763
H  0.1500  -2.5650  4.7997
H  0.8613  -2.2226  3.5558

Forces on atoms 1 to 2 (eV/Å):
C 0.587 0.131 0.964
N 0.616 0.535 -0.810

***

Entry 5:
Here is a cluster of 2 separate species, C4H14N2O in total in a non-equilibrium geometry from the Open Molecules 2025 dataset. Energies are from ωB97M-V/def2-TZVPD.

Output
- Highest occupied orbital energy: -8.8 eV
- Molecular weight: 106.2 g/mol
- Net charge: 0
- Lowest unoccupied orbital energy: 0.91 eV
- Frontier orbital gap: 0.3570 hartree
- Energy above the lowest of the compared OMol25 structures with the same formula, charge and spin: 168.7 kJ/mol

Cartesian coordinates (Å):
N  1.8286  -2.0797  -1.2036
C  0.7003  -1.4310  -0.5441
C  0.3427  -0.0222  -1.1037
C  1.1384  1.1117  -0.4139
C  0.3983  1.5326  0.9238
N  -0.8556  2.2935  0.6477
H  1.4584  -2.4288  -2.0817
H  2.2655  -2.8525  -0.7207
H  0.6817  -1.3454  0.5522
H  -0.1603  -2.0629  -0.8229
H  0.3123  -0.0247  -2.2102
H  -0.6859  0.1531  -0.8334
H  0.9990  2.0489  -1.0001
H  2.2943  0.9712  -0.3696
H  0.1420  0.5785  1.4435
H  1.0169  2.1431  1.5692
H  -0.8863  3.1875  1.1386
H  -1.0477  2.4250  -0.3411
O  -2.7439  -1.1431  1.4572
H  -3.3065  -0.3561  1.3610
H  -3.4011  -1.8422  1.3467

Forces on atoms 1 to 2 (eV/Å):
N 0.624 0.690 -0.214
C -1.781 -0.090 -0.807

***

Entry 6:
Here is a cluster of 2 separate species, C4H14N2O in total in a non-equilibrium geometry from the Open Molecules 2025 dataset. Energies are from ωB97M-V/def2-TZVPD.

Output
- Highest occupied orbital energy: -9.3 eV
- Molecular weight: 106.2 g/mol
- Net charge: 0
- Lowest unoccupied orbital energy: 1.05 eV
- Frontier orbital gap: 0.3789 hartree
- Energy above the lowest of the compared OMol25 structures with the same formula, charge and spin: 256.2 kJ/mol

Cartesian coordinates (Å):
N  -1.4487  -1.3651  -2.9158
C  -1.2422  -1.1244  -1.3995
C  -0.7102  0.2453  -1.1324
C  -0.1900  0.4831  0.2679
C  1.1570  -0.1042  0.3641
N  1.3595  -0.3485  1.8827
H  -0.5067  -1.1728  -3.3519
H  -1.8012  -2.3294  -3.0785
H  -2.1817  -1.2186  -0.8616
H  -0.5711  -1.8936  -1.0188
H  0.0483  0.5393  -1.8571
H  -1.5491  1.0021  -1.1596
H  -0.8801  0.0227  1.0184
H  -0.1592  1.6257  0.5754
H  1.2941  -1.0651  -0.1413
H  2.0482  0.4726  -0.0542
H  1.7388  -1.2814  2.0623
H  2.0094  0.2720  2.2823
O  0.7682  2.5887  2.7552
H  0.7638  1.6781  2.9254
H  0.0531  2.9734  2.8369

Forces on atoms 1 to 2 (eV/Å):
N 0.825 0.487 1.463
C -0.203 -0.950 -1.706

***

Entry 7:
Here is a cluster of 2 separate species, C4H14N2O in total from the Open Molecules 2025 dataset. Energies are from ωB97M-V/def2-TZVPD.

Output
- Highest occupied orbital energy: -8.6 eV
- Molecular weight: 106.2 g/mol
- Net charge: 0
- Lowest unoccupied orbital energy: 0.78 eV
- Frontier orbital gap: 0.3457 hartree
- Energy above the lowest of the compared OMol25 structures with the same formula, charge and spin: 177.4 kJ/mol

Cartesian coordinates (Å):
C  -2.6588  -0.1111  -0.4497
N  -1.8258  0.9559  -1.0037
C  -0.6336  1.2891  -0.2633
C  0.6480  0.7416  -0.8499
N  0.6167  -0.7365  -0.8791
C  1.7435  -1.2568  -1.6856
H  -3.6433  -0.0248  -0.9022
H  -2.2910  -1.1173  -0.6919
H  -2.7716  -0.0252  0.6275
H  -1.6519  0.7488  -1.9771
H  -0.7400  0.8679  0.7381
H  -0.5227  2.3713  -0.1663
H  1.5138  0.9857  -0.2324
H  0.7933  1.1378  -1.8640
H  -0.2078  -0.9743  -1.4224
H  1.4744  -1.2743  -2.7374
H  2.0715  -2.2078  -1.2880
H  2.5898  -0.5977  -1.5772
O  1.6799  -0.4134  5.8458
H  2.1603  0.4229  5.8197
H  1.6553  -0.7817  4.9592

Forces on atoms 1 to 2 (eV/Å):
C 0.010 -0.066 -0.644
N -0.628 -0.198 0.112

***

Entry 8:
Here is a cluster of 2 separate species, C4H14N2O in total in a non-equilibrium geometry from the Open Molecules 2025 dataset. Energies are from ωB97M-V/def2-TZVPD.

Output
- Highest occupied orbital energy: -8.7 eV
- Molecular weight: 106.2 g/mol
- Net charge: 0
- Lowest unoccupied orbital energy: 0.87 eV
- Frontier orbital gap: 0.3501 hartree
- Energy above the lowest of the compared OMol25 structures with the same formula, charge and spin: 159.7 kJ/mol

Cartesian coordinates (Å):
C  -0.9011  1.7452  2.0283
C  -0.9825  1.9566  0.5105
N  -1.7891  0.9449  -0.1736
C  -1.1121  -0.0848  -0.9704
C  0.0663  -0.7703  -0.2989
N  0.6292  -1.8388  -1.1724
H  -0.2007  0.9401  2.2781
H  -0.6154  2.6880  2.4861
H  -1.8079  1.3086  2.4423
H  -1.2645  2.9640  0.2943
H  0.0354  1.8051  0.1366
H  -2.4036  0.4904  0.4885
H  -1.8684  -0.8384  -1.1019
H  -0.7631  0.4139  -1.8773
H  -0.1500  -1.2326  0.6307
H  0.8783  -0.0654  -0.1268
H  0.3799  -2.7408  -0.7992
H  0.3484  -1.6397  -2.1197
O  3.3719  -1.5319  0.0558
H  2.7041  -2.1316  -0.2947
H  2.9974  -0.6496  0.0917

Forces on atoms 1 to 2 (eV/Å):
C 0.161 -0.656 -0.382
C 0.965 -1.690 0.249

***

Entry 9:
Here is a cluster of 2 separate species, C4H14N2O in total in a non-equilibrium geometry from the Open Molecules 2025 dataset. Energies are from ωB97M-V/def2-TZVPD.

Output
- Highest occupied orbital energy: -8.4 eV
- Molecular weight: 106.2 g/mol
- Net charge: 0
- Lowest unoccupied orbital energy: 0.89 eV
- Frontier orbital gap: 0.3427 hartree
- Energy above the lowest of the compared OMol25 structures with the same formula, charge and spin: 282.9 kJ/mol

Cartesian coordinates (Å):
C  -2.0132  -0.7780  1.0625
C  -1.5004  0.5732  1.4315
C  0.0531  0.7622  1.3948
N  0.4582  0.3545  0.0035
C  1.8524  0.2346  -0.4669
N  2.4783  1.1602  -1.3460
H  -2.2070  -0.6748  0.0055
H  -3.0819  -0.9186  1.5144
H  -1.4564  -1.6912  1.1889
H  -1.7894  1.3699  0.8894
H  -1.6619  0.7179  2.5665
H  0.7145  0.3828  2.1294
H  0.3761  1.8358  1.4757
H  -0.3082  0.6345  -0.7033
H  2.3413  0.1366  0.5351
H  1.8163  -0.7389  -0.9455
H  2.6349  2.1089  -0.8777
H  3.3020  0.7795  -1.6666
O  -1.2136  -2.0266  -1.7587
H  -1.5501  -1.1444  -1.7273
H  -0.3283  -1.9392  -1.4479

Forces on atoms 1 to 2 (eV/Å):
C -3.237 0.274 -0.591
C 3.977 -1.890 6.109

***

Entry 10:
Here is a cluster of 2 separate species, C4H14N2O in total in a non-equilibrium geometry from the Open Molecules 2025 dataset. Energies are from ωB97M-V/def2-TZVPD.

Output
- Highest occupied orbital energy: -7.9 eV
- Molecular weight: 106.2 g/mol
- Net charge: 0
- Lowest unoccupied orbital energy: 0.88 eV
- Frontier orbital gap: 0.3232 hartree
- Energy above the lowest of the compared OMol25 structures with the same formula, charge and spin: 259.8 kJ/mol

Cartesian coordinates (Å):
C  -1.4067  0.1375  2.7077
N  -1.1397  0.3187  1.2859
C  -0.0081  0.1683  0.3295
C  1.3981  0.3137  0.8573
C  -0.4258  -1.0768  -0.5969
N  0.3335  -0.8061  -1.8329
H  -1.3614  -0.9120  3.0239
H  -0.6258  0.5310  3.3628
H  -2.4118  0.4949  2.9610
H  -1.9592  0.5449  0.7716
H  -0.2503  0.9011  -0.5126
H  2.1415  -0.5201  0.8875
H  1.2650  0.4496  1.9067
H  1.9887  1.2203  0.4987
H  -0.0702  -1.9888  -0.1118
H  -1.5306  -1.1752  -0.7505
H  0.3430  -1.6822  -2.3061
H  1.3109  -0.5554  -1.6404
O  1.2107  1.2969  -3.7743
H  0.3881  1.7824  -3.8892
H  0.8101  0.5573  -3.1781

Forces on atoms 1 to 2 (eV/Å):
C 1.244 -1.156 -0.246
N 0.208 0.906 0.257

***

Entry 11:
Here is a cluster of 2 separate species, C4H14N2O in total in a non-equilibrium geometry from the Open Molecules 2025 dataset. Energies are from ωB97M-V/def2-TZVPD.

Output
- Highest occupied orbital energy: -8.7 eV
- Molecular weight: 106.2 g/mol
- Net charge: 0
- Lowest unoccupied orbital energy: 0.98 eV
- Frontier orbital gap: 0.3558 hartree
- Energy above the lowest of the compared OMol25 structures with the same formula, charge and spin: 169.3 kJ/mol

Cartesian coordinates (Å):
C  3.3498  -0.3674  -0.5387
C  2.1375  0.5252  -0.8276
N  1.2131  0.7838  0.2591
C  0.1492  -0.2513  0.3105
C  -0.9788  -0.0759  1.3017
N  -2.2246  -0.7480  0.8235
H  3.7828  -0.2762  0.4581
H  3.1879  -1.4011  -0.8663
H  4.2054  -0.0777  -1.1656
H  2.5412  1.4879  -1.1493
H  1.6909  0.1341  -1.7485
H  1.7255  0.8105  1.1353
H  -0.2267  -0.1866  -0.7179
H  0.5800  -1.2484  0.4677
H  -1.2503  0.9510  1.5525
H  -0.8071  -0.6730  2.2003
H  -1.9610  -1.5849  0.3132
H  -2.7300  -0.1130  0.2134
O  -4.5481  0.8743  -0.9806
H  -4.8084  0.0179  -0.6968
H  -5.0283  1.4189  -0.3441

Forces on atoms 1 to 2 (eV/Å):
C 0.744 -0.298 -0.796
C 1.380 0.692 -0.383

***

Entry 12:
Here is a cluster of 2 separate species, C4H14N2O in total in a non-equilibrium geometry from the Open Molecules 2025 dataset. Energies are from ωB97M-V/def2-TZVPD.

Output
- Highest occupied orbital energy: -9.2 eV
- Molecular weight: 106.2 g/mol
- Net charge: 0
- Lowest unoccupied orbital energy: 0.64 eV
- Frontier orbital gap: 0.3609 hartree
- Energy above the lowest of the compared OMol25 structures with the same formula, charge and spin: 136.1 kJ/mol

Cartesian coordinates (Å):
N  0.5299  -0.8647  -2.6831
C  -0.2581  -1.2702  -1.4963
C  -0.9737  -0.1613  -0.6854
C  0.0143  0.9356  -0.3681
C  -0.3414  1.8145  0.8978
N  0.7323  1.8950  1.8716
H  -0.0845  -0.3642  -3.3169
H  1.2307  -0.2229  -2.3228
H  0.4681  -1.7422  -0.8242
H  -0.9771  -2.0129  -1.8456
H  -1.4921  -0.6060  0.1670
H  -1.8248  0.1619  -1.2927
H  0.0891  1.6534  -1.1906
H  1.0268  0.5574  -0.2045
H  -0.6405  2.7955  0.5428
H  -1.2115  1.3927  1.4110
H  1.4825  2.4743  1.5307
H  1.1875  1.0412  2.1649
O  -0.0343  -2.5412  2.6183
H  0.4003  -1.7383  2.3059
H  0.6764  -3.1976  2.7200

Forces on atoms 1 to 2 (eV/Å):
N -0.454 0.116 0.914
C 0.133 -0.225 -0.031